[1]
{"formula": "C26H71N6O7Pd", "method": "the ωB97M-V functional and the def2-TZVPD basis", "species": ["Pd", "C", "C", "O", "H", "H", "H", "H", "H", "C", "C", "C", "O", "C", "N", "H", "H", "H", "H", "H", "H", "H", "H", "H", "H", "H", "C", "C", "C", "O", "C", "N", "H", "H", "H", "H", "H", "H", "H", "H", "H", "H", "H", "C", "C", "C", "O", "C", "N", "H", "H", "H", "H", "H", "H", "H", "H", "H", "H", "H", "C", "C", "C", "O", "C", "N", "H", "H", "H", "H", "H", "H", "H", "H", "H", "H", "H", "C", "C", "C", "O", "C", "N", "H", "H", "H", "H", "H", "H", "H", "H", "H", "H", "H", "C", "C", "C", "O", "C", "N", "H", "H", "H", "H", "H", "H", "H", "H", "H", "H", "H"], "xyz": [[-24.53336, 7.20553, -21.73870], [-23.16639, 3.47579, -23.78499], [-22.79109, 5.00049, -23.76985], [-23.03581, 5.59780, -22.49760], [-24.24541, 3.34670, -23.70053], [-22.52971, 2.87657, -23.13408], [-22.90949, 3.27435, -24.82496], [-23.28780, 5.54577, -24.57238], [-21.78472, 5.20575, -24.13480], [-22.80918, -0.06771, -24.63401], [-22.48179, -1.18607, -25.64078], [-23.00272, -0.89194, -27.11344], [-22.46019, -1.77719, -28.12220], [-22.90479, -1.40774, -29.37049], [-21.05971, -1.52618, -25.55705], [-22.82550, -0.45422, -23.61497], [-23.77478, 0.37612, -24.87636], [-22.02223, 0.68609, -24.65843], [-23.00439, -1.99370, -25.12822], [-22.71048, 0.14480, -27.28038], [-24.07528, -1.08603, -27.10742], [-22.58376, -0.43730, -29.74904], [-23.97206, -1.57553, -29.51496], [-22.27783, -1.94039, -30.08555], [-20.49468, -0.76178, -25.89844], [-20.97444, -2.26779, -26.23736], [-22.29093, 1.67410, -19.12127], [-22.89687, 3.18059, -19.10291], [-22.80047, 3.76867, -17.71147], [-23.43229, 5.11019, -17.74957], [-23.56801, 5.67403, -16.36684], [-22.00850, 3.94790, -20.05579], [-21.21844, 1.58628, -19.29489], [-22.73498, 1.04987, -19.89667], [-22.54490, 1.12454, -18.21486], [-23.90768, 3.19287, -19.51060], [-21.75800, 3.91114, -17.42673], [-23.27241, 3.10645, -16.98564], [-24.31331, 5.07531, -15.84324], [-23.72897, 6.74908, -16.44718], [-22.57567, 5.60256, -15.92158], [-21.90103, 3.46837, -20.93818], [-22.55685, 4.66958, -20.50142], [-24.82743, 10.63744, -24.26427], [-24.73435, 9.27803, -24.73325], [-24.30365, 9.14487, -26.20307], [-24.26280, 7.75726, -26.43794], [-24.08868, 7.33519, -27.73482], [-23.93991, 8.48191, -23.80063], [-23.80584, 10.96674, -24.07449], [-25.38410, 10.65744, -23.32733], [-25.27456, 11.30838, -24.99777], [-25.73890, 8.92462, -24.96583], [-23.24996, 9.40500, -26.30386], [-24.96995, 9.69831, -26.86478], [-25.06342, 7.52929, -28.18236], [-23.63547, 6.34749, -27.81944], [-23.43109, 8.01306, -28.27903], [-23.66093, 7.65100, -24.30249], [-23.00532, 8.85205, -23.70251], [-19.63256, 1.54204, -26.87037], [-19.98614, 2.94849, -27.27596], [-21.36163, 2.97110, -27.98198], [-21.66025, 4.01673, -28.93421], [-21.36569, 3.63366, -30.26456], [-19.95001, 3.79419, -26.05863], [-20.49388, 1.01323, -26.46221], [-18.80912, 1.68108, -26.16986], [-19.33325, 0.95933, -27.74155], [-19.33594, 3.41290, -28.01734], [-22.06802, 3.09052, -27.16049], [-21.60628, 1.97547, -28.35211], [-21.30318, 4.43989, -30.99544], [-22.15540, 2.96470, -30.60654], [-20.37431, 3.20179, -30.40151], [-20.23799, 4.71352, -26.36197], [-20.78079, 3.47233, -25.58291], [-18.37324, 6.90110, -20.64013], [-19.47563, 7.19049, -21.63779], [-19.07520, 6.81403, -23.09269], [-17.90485, 7.62430, -23.40530], [-17.45641, 7.66174, -24.66803], [-20.62190, 6.53258, -21.15364], [-18.56659, 7.00773, -19.57273], [-17.47010, 7.49188, -20.79317], [-18.05101, 5.88193, -20.85354], [-19.72105, 8.25126, -21.58667], [-19.91187, 7.12293, -23.71931], [-18.92597, 5.74269, -23.22700], [-16.67913, 8.42048, -24.57729], [-18.26506, 7.86698, -25.36951], [-16.87664, 6.75975, -24.86394], [-21.15065, 6.15645, -21.92762], [-20.43350, 5.72766, -20.57338], [-19.34787, 2.95162, -22.73616], [-18.97382, 1.56939, -22.21709], [-17.51622, 1.08627, -22.22972], [-16.99821, 1.27445, -23.59162], [-17.07914, 0.11067, -24.43410], [-19.43441, 1.34011, -20.92148], [-20.42458, 3.00311, -22.89787], [-18.73958, 3.10712, -23.62717], [-19.18085, 3.78362, -22.05207], [-19.54668, 0.88864, -22.84679], [-17.28813, 0.05319, -21.96737], [-16.90364, 1.69152, -21.56150], [-17.97484, -0.47470, -24.22640], [-16.10093, -0.36880, -24.39800], [-17.13393, 0.47891, -25.45856], [-20.40866, 1.15501, -21.11299], [-19.17250, 0.49751, -20.43004]], "forces_ev_per_angstrom": [[0.87, -0.57, -0.92], [0.70, 2.07, -1.38], [-1.03, -0.26, 1.60], [-0.32, 0.48, -0.96], [0.20, -0.16, 0.46], [-0.41, 0.05, 0.11], [-0.05, -0.89, -0.19], [-1.02, -0.05, -0.09], [0.84, -0.40, 0.65], [0.36, 0.24, -0.80], [-0.13, -0.07, 0.48], [0.53, -1.19, 1.49], [0.31, 0.97, 2.09], [0.90, -0.26, -1.80], [-0.66, -0.22, -0.25], [-0.07, -0.11, -0.11], [-0.01, 0.19, 0.16], [-0.11, 0.35, -0.09], [-0.15, -0.71, -0.97], [-0.30, 0.18, -0.58], [-0.27, 0.68, -0.05], [-0.50, 1.02, 0.88], [-0.04, 0.04, -0.14], [-0.55, -1.05, -0.07], [0.11, 0.08, -0.05], [0.63, -0.29, -0.08], [-1.17, 0.67, 0.29], [2.46, -1.54, -1.49], [-0.69, 1.80, -0.54], [0.12, -0.72, 1.75], [1.24, -0.99, -2.29], [-0.75, 0.21, 0.19], [-0.03, 0.74, 0.37], [-0.32, 0.31, -0.36], [0.07, 0.17, 0.28], [-0.24, -0.19, 0.50], [0.19, -0.14, -0.06], [-0.33, 0.07, 0.13], [-0.05, 0.43, 0.24], [-0.69, -0.27, -0.16], [-0.03, -0.31, 0.45], [0.45, -1.29, 0.12], [-0.37, 1.08, 0.73], [0.33, 1.90, 0.71], [-0.78, -1.25, -2.15], [2.01, -0.67, 0.83], [-0.25, -0.80, 1.87], [-0.21, 1.33, -1.27], [0.00, -1.26, -0.35], [0.02, 0.52, 0.16], [0.03, 0.27, -0.01], [-0.11, 0.02, 0.11], [-0.41, -0.84, 1.54], [0.15, 1.08, -0.39], [-0.04, 0.01, -0.12], [-0.12, -1.03, -0.84], [-0.61, -0.13, 0.22], [0.49, 0.15, -0.07], [-0.54, -0.82, -0.17], [0.13, 1.05, 0.43], [0.53, 0.29, -0.64], [-0.69, 1.07, -0.95], [-0.73, 0.13, 0.55], [0.89, -0.34, 0.54], [0.09, -0.26, -0.44], [-0.45, -0.29, -0.95], [0.03, 0.31, 0.42], [-0.14, -0.69, 0.15], [0.23, -0.07, 0.02], [0.72, -0.36, 0.15], [-0.43, 0.28, -0.01], [0.14, -0.05, -0.73], [-0.54, 0.69, 0.61], [0.16, -0.34, -0.18], [0.06, -0.58, 0.46], [0.17, 0.57, -0.02], [-0.11, -0.06, 0.92], [1.67, -0.06, -0.49], [1.25, 0.68, 0.58], [0.72, 1.59, 0.77], [-2.48, -0.91, 3.42], [1.50, -0.12, -0.73], [-1.67, -1.20, -0.33], [-0.77, -0.06, -0.18], [-0.06, 0.22, -0.32], [0.03, -0.33, 0.37], [0.38, 0.38, -0.54], [-0.15, 0.05, -0.45], [0.35, -0.13, 0.06], [-0.16, 0.51, -0.98], [0.26, 0.07, -0.53], [-0.31, -0.49, -0.81], [-0.67, 0.12, 0.04], [0.19, -0.11, 0.25], [0.96, 0.11, 0.32], [1.24, -1.56, -1.04], [0.79, 1.32, -2.49], [-0.23, -0.24, 0.60], [0.51, 1.53, 0.15], [-2.43, 0.20, 2.53], [0.03, -0.21, -0.51], [-0.54, 0.24, -0.30], [0.46, -0.23, 0.38], [0.35, -0.31, -0.91], [-0.86, -0.23, 0.27], [0.02, 0.27, -0.07], [0.28, -0.40, 0.11], [-0.30, -0.84, 0.34], [-0.26, 0.07, -0.04], [-0.61, 0.32, 0.95], [0.78, -0.23, -0.39]], "mulliken_spin": [2.644, 0.007, -0.011, 0.267, -0.005, 0.006, -0.008, 0.014, 0.034, 0.000, 0.000, 0.000, 0.000, 0.000, 0.000, 0.000, 0.000, 0.000, 0.000, 0.000, 0.000, 0.000, 0.000, 0.000, 0.000, 0.000, 0.002, -0.005, 0.001, -0.012, -0.001, -0.022, -0.001, 0.000, 0.000, 0.007, 0.000, 0.001, -0.001, 0.001, 0.001, -0.002, 0.023, 0.004, -0.016, 0.009, 0.000, 0.001, 0.025, 0.001, 0.001, 0.002, -0.011, 0.001, -0.001, 0.000, 0.000, 0.000, 0.015, -0.004, 0.000, 0.001, -0.001, 0.000, 0.000, 0.002, 0.000, 0.000, 0.000, 0.000, 0.000, 0.000, 0.000, 0.000, 0.000, 0.000, -0.003, 0.001, 0.006, 0.001, 0.000, 0.000, 0.006, 0.000, 0.000, 0.000, -0.003, -0.001, 0.000, 0.000, 0.000, 0.000, 0.024, -0.001, 0.000, 0.001, 0.000, 0.000, 0.000, 0.000, 0.000, 0.000, -0.001, 0.000, 0.000, 0.000, 0.000, 0.000, 0.000, 0.000, 0.000], "e_tot_ha": -2015.8573, "spin_multiplicity": 4, "e_above_lowest_kj_mol": 86.81, "homo_ev": [-5.8718, -8.3929], "homo_lumo_gap_ha": [0.2321, 0.2317]}

=====

[2]
{"formula": "C6H10AlBr2CaCl2F5N2O7S", "method": "the ωB97M-V functional and the def2-TZVPD basis", "species": ["O", "C", "N", "S", "O", "O", "C", "F", "F", "C", "F", "F", "F", "O", "O", "H", "H", "Al", "Br", "Cl", "O", "H", "Cl", "Ca", "C", "O", "N", "C", "C", "H", "H", "H", "H", "H", "H", "H", "Br"], "xyz": [[-0.46649, 0.74057, -0.35825], [0.04832, -0.45746, -0.75250], [1.55633, -0.54177, -0.81248], [2.18801, -2.03272, -0.16131], [1.48696, -3.32103, -0.68607], [3.67706, -2.13238, -0.67693], [2.20509, -2.14432, 1.70789], [1.05629, -2.93870, 2.28082], [3.43605, -2.94181, 2.06993], [2.35711, -0.71026, 2.49068], [1.39600, 0.33638, 2.07331], [3.78308, -0.21112, 2.50547], [2.04646, -0.99885, 3.94076], [-0.91093, -1.50773, -1.12619], [-1.37916, -2.06869, -0.04705], [1.82871, -0.47604, -1.83816], [-1.49473, -1.41258, 0.70138], [4.49040, -0.49716, 0.91126], [5.44386, 1.86498, 2.26119], [3.66093, 0.69458, 4.49837], [6.39578, -0.46343, 4.72062], [6.16784, -1.02894, 5.43579], [-1.33432, 2.40122, 0.44375], [4.42664, -3.51615, 3.90197], [-4.23094, 3.10722, -3.33623], [-3.46403, 3.82786, -2.71074], [-4.57654, 1.81804, -2.99124], [-5.49371, 1.02883, -3.78644], [-4.00535, 1.23259, -1.79611], [-4.72145, 3.45348, -4.26079], [-6.35055, 0.75132, -3.16593], [-4.97892, 0.12632, -4.12770], [-5.84655, 1.59129, -4.65504], [-4.27969, 1.84637, -0.93298], [-2.91522, 1.22457, -1.88976], [-4.37061, 0.21200, -1.65381], [3.16828, 3.14349, 1.82255]], "forces_ev_per_angstrom": [[4.14, -7.64, -4.79], [-2.50, 4.95, 0.81], [-3.15, -0.90, 0.25], [2.21, -6.36, -6.87], [1.57, 4.84, 2.98], [-4.00, 0.93, 2.32], [-2.26, -0.42, 2.50], [3.75, 2.65, -1.77], [-1.52, 0.55, -0.29], [-3.47, 1.75, 3.88], [3.97, -4.31, 1.12], [-4.67, -2.65, -1.00], [-0.02, -0.83, -5.59], [4.35, 4.49, -3.11], [-1.90, -2.67, 5.84], [0.08, -0.44, 1.40], [-0.17, -0.21, -1.47], [2.81, 0.72, -2.58], [-1.35, 2.15, -0.79], [0.35, 2.37, 4.11], [0.26, -1.11, -2.11], [-0.40, -0.41, 1.55], [-1.39, 2.21, 2.28], [1.00, 1.69, 0.99], [0.35, -0.35, 0.73], [-0.69, -0.80, -0.47], [0.06, 1.16, -0.67], [0.21, 0.10, 0.24], [0.24, 0.25, 0.14], [-0.08, -0.12, -0.04], [-0.06, -0.12, -0.20], [-0.21, -0.05, -0.09], [0.10, -0.02, 0.15], [0.24, -0.18, 0.02], [-0.12, -0.02, 0.29], [-0.01, 0.18, -0.14], [2.32, -1.38, 0.39]], "nbo_charge": [-0.477, 0.670, -0.842, 1.913, -0.804, -0.925, 0.357, -0.300, -0.486, 0.906, -0.251, -0.465, -0.306, -0.240, -0.424, 0.472, 0.463, 0.845, 0.015, -0.744, -1.040, 0.387, -0.378, 1.596, 0.523, -0.603, -0.440, -0.396, -0.422, 0.099, 0.191, 0.191, 0.207, 0.225, 0.229, 0.194, 0.059], "e_tot_ha": -8755.8914, "homo_ev": -6.5576, "homo_lumo_gap_ha": 0.0945}

=====

[3]
{"formula": "C5H6O2", "method": "the ωB97M-V functional and the def2-TZVPD basis", "species": ["O", "C", "C", "C", "C", "O", "C", "H", "H", "H", "H", "H", "H"], "xyz": [[0.50450, -2.30728, -0.84708], [0.32444, -1.20895, -0.37932], [-1.02889, -0.64242, -0.06370], [-0.91091, 0.77179, 0.49612], [0.52650, 1.16549, 0.15061], [0.95655, 2.29137, 0.12126], [1.32520, -0.10309, -0.16719], [-1.68125, -1.33866, 0.47191], [-1.19480, -0.53397, -1.15321], [-1.07899, 0.87715, 1.57769], [-1.62573, 1.44758, 0.01560], [1.82934, -0.43702, 0.74557], [2.05403, 0.01799, -0.96826]], "forces_ev_per_angstrom": [[0.25, 0.40, 0.38], [0.20, -0.21, 0.07], [-0.14, -0.06, -0.28], [0.05, 0.01, -0.10], [0.18, 0.27, 0.05], [-0.14, -0.55, -0.02], [0.25, -0.02, 0.07], [-0.07, 0.15, -0.60], [-1.38, -0.09, 0.33], [0.18, -0.26, -0.21], [0.26, 0.05, 0.10], [0.33, 0.31, 0.06], [0.02, -0.01, 0.15]], "nbo_charge": [-0.533, 0.603, -0.520, -0.527, 0.608, -0.508, -0.645, 0.250, 0.248, 0.243, 0.243, 0.271, 0.266], "smiles": "O=C1CCC(=O)C1", "e_tot_ha": -344.5868, "e_above_lowest_kj_mol": 39.70, "homo_ev": -9.6722, "homo_lumo_gap_ha": 0.3783}